*P*
The following is a DFT calculation (wB97M-V/def2-TZVPD) of an isolated molecule of C21H28N4O2S.

Atoms and positions in Å:
C 1.90023 1.64134 7.64493
C 1.50737 1.33193 6.23226
C 0.74579 2.22856 5.49464
C 0.39806 1.95437 4.18420
C 0.81088 0.77843 3.57471
C 0.45561 0.47380 2.14571
N 0.03286 -0.91298 2.00086
C -1.25092 -1.14590 2.62489
C -1.49668 -2.64696 2.65288
N -1.47746 -3.13202 1.29406
C -0.79186 -2.56143 0.29752
O -0.83970 -3.00689 -0.84149
C 0.06174 -1.34062 0.61254
C 1.51902 -1.66112 0.19281
C 1.84950 -0.96329 -1.12190
O 2.57077 0.01067 -1.18685
N 1.24839 -1.53882 -2.18092
C 1.23428 -0.92474 -3.48470
C -0.11069 -0.36446 -3.84233
C -1.30247 -0.68945 -3.27222
S -2.58156 0.20900 -3.99344
C -1.38986 0.96951 -5.03936
C -1.80680 1.94942 -6.08143
C -2.27897 1.18575 -7.32411
C -0.65100 2.88615 -6.42293
N -0.19273 0.56491 -4.83187
C 1.57437 -0.12026 4.30927
C 1.91443 0.15243 5.62027
H 1.13637 2.23764 8.13895
H 2.82989 2.21140 7.65520
H 2.05949 0.72814 8.21359
H 0.41782 3.15122 5.95218
H -0.19800 2.66478 3.62862
H 1.33727 0.63181 1.51844
H -0.32811 1.16791 1.79439
H -1.21346 -0.75375 3.64281
H -2.07629 -0.64555 2.08490
H -2.46665 -2.87417 3.10066
H -0.70984 -3.13198 3.24262
H -1.99706 -3.96685 1.06146
H -0.32855 -0.53870 -0.04762
H 2.19866 -1.30425 0.96511
H 1.65313 -2.73786 0.08230
H 0.56873 -2.27126 -1.99861
H 1.96673 -0.11221 -3.47883
H 1.53412 -1.65747 -4.24404
H -1.51099 -1.39781 -2.49602
H -2.64978 2.53033 -5.69026
H -1.46366 0.58769 -7.72419
H -2.60794 1.88534 -8.08848
H -3.10755 0.52583 -7.07587
H 0.19511 2.30990 -6.78533
H -0.95716 3.59372 -7.18953
H -0.33515 3.43722 -5.54120
H 1.89240 -1.04016 3.84260
H 2.50789 -0.55823 6.17811

Calculated values
- Structure (SMILES): Cc1ccc(CN2CCNC(=O)[C@@H]2CC(=O)NCc2csc(C(C)C)n2)cc1
- Gap between HOMO and LUMO: 0.33820 Eh
- LUMO: 0.0206 Ha

=====

*Q*
The following is a DFT calculation (wB97M-V/def2-TZVPD) of an isolated molecule of C21H28N4O2S.

Atoms and positions in Å:
C 2.77346 1.60487 3.06311
C 3.22275 0.19802 2.68933
O 2.90374 -0.13416 1.34957
C 3.54526 0.49126 0.32172
C 4.74992 1.17604 0.42935
C 5.31894 1.76952 -0.68429
C 4.69340 1.70643 -1.91646
C 3.49341 1.03003 -2.03598
C 2.92307 0.40629 -0.93509
C 1.64127 -0.27415 -1.07919
N 0.55575 0.29213 -1.54673
N -0.43360 -0.60353 -1.51222
C 0.05388 -1.71170 -1.03027
S -0.85921 -3.17842 -0.74223
C -1.26561 -2.90070 1.01553
C -2.00838 -1.60468 1.35020
O -1.96464 -1.18375 2.48919
N -2.71254 -1.06094 0.35466
C -3.47458 0.15930 0.49953
C -2.79095 1.37457 -0.16781
C -3.83575 1.85098 -1.18040
C -5.01682 2.45738 -0.41369
C -5.69365 1.22362 0.21759
C -4.81013 0.06359 -0.25495
C -4.41860 0.52282 -1.65961
N 1.38024 -1.57007 -0.73891
C 2.28886 -2.59900 -0.30782
C 3.32162 -2.90816 -1.38674
H 3.29065 2.35025 2.46313
H 2.98217 1.78771 4.11340
H 1.70457 1.70475 2.89175
H 4.29486 0.06104 2.87856
H 2.67215 -0.53804 3.28149
H 5.25373 1.25428 1.37991
H 6.25700 2.29376 -0.57882
H 5.13455 2.18400 -2.77720
H 2.97957 0.97511 -2.98304
H -0.35173 -2.94380 1.60992
H -1.89847 -3.74554 1.29286
H -2.58732 -1.40520 -0.58748
H -3.61335 0.29799 1.57461
H -2.53001 2.14527 0.55526
H -1.88230 1.05889 -0.67946
H -3.42631 2.50371 -1.94867
H -4.68413 3.17425 0.33569
H -5.69512 2.97308 -1.09411
H -5.73534 1.28214 1.30448
H -6.71204 1.10019 -0.15173
H -5.28204 -0.91452 -0.17040
H -3.67633 -0.11245 -2.13876
H -5.27644 0.64211 -2.31901
H 2.78051 -2.27127 0.61127
H 1.69173 -3.49155 -0.09876
H 2.82766 -3.22164 -2.30424
H 3.92942 -2.03113 -1.59862
H 3.97124 -3.71097 -1.04939

Calculated values
- Structure (SMILES): CCOc1ccccc1-c1nnc(SCC(=O)N[C@H]2C[C@@H]3CC[C@H]2C3)n1CC
- Gap between HOMO and LUMO: 0.34389 Eh
- LUMO: 0.0214 Ha

=====

*P* is preferred energetically. Next in line: 1.075 eV higher.

=====

*P*
The following is a DFT calculation (wB97M-V/def2-TZVPD) of an isolated molecule of C4H10.

Atoms and positions in Å:
C -1.25494 0.07137 1.46680
C -0.41565 0.55395 0.20664
C 0.24670 -0.63028 -0.51270
C 1.38665 -0.08873 -1.32740
H -0.61600 -0.46801 2.19182
H -2.16014 -0.56837 1.17498
H -1.62012 0.94335 1.93414
H -1.00451 1.18839 -0.41678
H 0.47926 1.13152 0.60617
H 0.53099 -1.39512 0.37841
H -0.58014 -1.18368 -1.01917
H 2.07827 0.48320 -0.60016
H 1.89692 -0.76669 -2.06918
H 1.03269 0.72910 -2.01357

Calculated values
- Structure (SMILES): CCCC
- Gap between HOMO and LUMO: 0.45499 Eh
- LUMO: 0.0479 Ha

=====

*Q*
The following is a DFT calculation (wB97M-V/def2-TZVPD) of an isolated molecule of C4H10.

Atoms and positions in Å:
C 1.33977 -0.00977 -0.50282
C 0.02865 0.36583 0.27378
C -0.35103 -0.80540 1.18250
C -1.08332 0.68269 -0.74950
H 1.28557 -1.01867 -0.94992
H 1.58494 0.66429 -1.34102
H 2.20677 -0.00618 0.16596
H 0.23405 1.26128 0.87871
H -1.15172 -0.57180 1.89636
H 0.53007 -1.13119 1.74405
H -0.69505 -1.64869 0.56650
H -1.41384 1.73008 -0.80193
H -1.97472 0.03913 -0.71054
H -0.54014 0.44840 -1.65213

Calculated values
- Structure (SMILES): CC(C)C
- Gap between HOMO and LUMO: 0.45585 Eh
- LUMO: 0.0456 Ha

=====

*Q* is preferred energetically. Next in line: 0.465 eV higher.

=====

*P*
The following is a DFT calculation (wB97M-V/def2-TZVPD) of a cluster of 2 separate species, C9H21N3OS in total.

Atoms and positions in Å:
C -0.92894 -1.34278 0.72081
C 2.83421 -1.33502 0.27386
C 0.42524 -0.56073 0.44906
C 1.62970 -1.38762 0.83171
C -1.38702 -0.90437 2.16068
C -3.72246 -1.20402 1.21337
C 0.18696 -0.84527 -2.12302
C 0.75045 2.28790 -0.37752
C -2.80537 -1.38124 2.38035
N 0.48237 -0.01775 -0.99174
N -0.05369 1.34028 -1.11939
N 3.34791 3.82244 -2.61419
O -0.78167 1.61475 -2.01098
S -0.30592 -1.17899 3.53057
H -1.70607 -0.90846 0.05230
H -0.87203 -2.45632 0.71405
H 3.53759 -2.09824 0.55562
H 3.02041 -0.80698 -0.62255
H 0.50622 0.33828 0.92698
H 1.26425 -1.99602 1.58802
H -1.55202 0.27373 2.04975
H -3.73527 -0.23065 0.85586
H -4.78995 -1.36008 1.46900
H -3.50775 -1.90876 0.45582
H 0.68257 -1.71189 -2.01227
H -0.95510 -0.93890 -2.29513
H 0.57940 -0.34250 -2.97645
H 1.55647 1.78809 0.16623
H 1.13675 2.84306 -1.23021
H -0.05072 2.87863 0.10452
H -2.67991 -2.52447 2.55330
H -3.27098 -1.16617 3.35203
H 3.82615 4.52947 -2.04447
H 3.60756 4.02459 -3.52335
H 3.73065 2.86602 -2.46262

Calculated values
- Gap between HOMO and LUMO (spin up / spin down): 0.34709 / 0.15868 Eh
- LUMO (spin up / spin down): 0.0276 / -0.0804 Ha

=====

*Q*
The following is a DFT calculation (wB97M-V/def2-TZVPD) of a cluster of 2 separate species, C9H21N3OS in total.

Atoms and positions in Å:
C 1.40263 0.08417 -0.77485
C -0.22696 2.82716 0.97652
C 0.16096 0.73982 -0.18606
C 0.48683 2.19223 0.02966
C 2.39519 -0.14738 0.32004
C 3.38824 -2.68358 -0.25519
C -1.09860 1.47217 -2.11017
C -2.12065 -1.26924 0.27470
C 3.45853 -1.15411 -0.24441
N -1.07855 0.55947 -1.02203
N -2.21387 -0.13749 -0.66064
N -3.73937 0.35598 1.96760
O -3.35815 0.21953 -1.02628
S 3.24018 1.54095 0.49683
H 1.04614 -0.77229 -1.50628
H 1.74427 0.76748 -1.55520
H 0.03266 3.83183 1.21220
H -0.92811 2.40797 1.61602
H -0.18535 0.18568 0.83625
H 1.20001 2.46653 -0.68350
H 2.01917 -0.34873 1.24036
H 2.83419 -3.00383 0.52882
H 4.37507 -2.97493 -0.33877
H 2.82602 -2.99740 -1.12819
H -1.96200 1.52813 -2.70567
H -1.02522 2.47450 -1.86626
H -0.43397 1.29945 -2.93210
H -2.42921 -2.05502 -0.47777
H -1.02901 -1.43936 0.62508
H -2.76279 -1.35959 1.18506
H 3.68580 -0.65236 -1.28235
H 4.38124 -0.75856 0.39391
H -4.47278 1.02403 2.19226
H -4.08115 -0.47421 2.42879
H -3.83528 0.25616 0.95464

Calculated values
- Gap between HOMO and LUMO (spin up / spin down): 0.34954 / 0.17448 Eh
- LUMO (spin up / spin down): 0.0283 / -0.0696 Ha

=====

*P* is preferred energetically. Next in line: 1.335 eV higher.

=====

*P*
The following is a DFT calculation (wB97M-V/def2-TZVPD) of an isolated molecule of C8H11N.

Atoms and positions in Å:
C 4.02444 0.28435 0.37402
C 2.62440 -0.27769 0.03886
N 1.51523 0.17935 0.53666
C 0.14558 -0.06540 0.29090
C -1.10377 0.26333 0.96541
C -2.17528 0.03387 0.10546
C -3.59221 0.42043 0.43326
C -1.70605 -0.29591 -1.04141
C -0.25554 -0.60874 -1.05253
H 3.87207 0.77699 1.40486
H 4.25586 1.04525 -0.35881
H 4.85019 -0.41067 0.31457
H 2.70069 -1.07602 -0.64270
H -1.22116 0.72675 1.92454
H -3.71288 0.45534 1.48094
H -4.27969 -0.37070 0.08331
H -3.88765 1.38578 -0.11820
H -2.29974 -0.60900 -1.84779
H -0.14946 -1.68872 -0.95513
H 0.39498 -0.16858 -1.93621

Calculated values
- Structure (SMILES): C/C=N/C1=CC(C)=CC1
- Gap between HOMO and LUMO: 0.28994 Eh
- LUMO: 0.0121 Ha

=====

*Q*
The following is a DFT calculation (wB97M-V/def2-TZVPD) of a structure of composition C8H11N.

Atoms and positions in Å:
C -2.19136 -0.20689 0.01054
C -1.16335 0.21161 -1.05825
C -0.22771 0.91430 0.85320
C 1.34553 0.50898 0.76289
C 2.09076 0.26788 -0.54406
C 1.28154 -0.71481 -0.21283
C -0.12685 -0.92329 -0.52701
C -0.93971 -0.53894 0.79681
H -2.66691 -1.27934 0.05924
H -2.82006 0.46425 0.71590
H -1.56210 0.60808 -2.08244
H 0.30326 1.54255 -0.90479
H -0.34158 1.64407 1.69430
H 1.78951 0.09270 1.89093
H 1.93022 1.05213 -1.31421
H 3.23476 -0.43587 -0.60978
H 1.66970 -1.60436 0.48481
H -0.01824 -1.83818 -1.34447
H -0.95451 -1.20670 1.84399
N -0.63289 1.44184 -0.51477

Calculated values
- Gap between HOMO and LUMO: 0.34114 Eh
- LUMO: 0.0275 Ha

=====

*P* is preferred energetically. Next in line: 5.265 eV higher.